Here is a structure of composition C35H31ErF2N2OS from OMol25. Energies are from wB97M-V/def2-TZVPD.

```
73
Properties=species:S:1:pos:R:3:forces:R:3
Er -0.5528 -0.0097 -0.3990 -0.17 -0.67 -0.29
F -1.5313 -5.5958 0.3388 -0.06 -0.09 -0.01
C -0.6216 -4.6196 0.5161 0.14 0.07 0.02
C -0.9142 -3.3310 0.1239 -0.12 0.31 -0.13
C 0.0036 -2.2879 0.2919 0.11 -0.32 0.19
C 1.2422 -2.6085 0.8994 -0.15 0.17 -0.17
C 1.5054 -3.9321 1.2479 -0.08 0.02 -0.08
F 2.7046 -4.3098 1.7540 0.08 0.02 0.06
C 0.5948 -4.9533 1.0746 -0.06 -0.09 -0.03
C 2.2072 -1.4991 1.0934 0.20 -0.01 -0.05
C 3.3918 -1.6010 1.8279 0.08 0.01 0.03
C 4.2541 -0.5219 1.9063 -0.09 0.11 -0.08
C 3.9259 0.6632 1.2653 0.06 -0.12 0.05
C 2.7185 0.7119 0.5971 0.00 0.20 -0.08
N 1.8853 -0.3258 0.5081 -0.45 0.11 -0.11
H -1.8913 -3.1449 -0.3170 -0.02 -0.05 0.05
H 0.8265 -5.9685 1.3634 0.03 0.02 0.01
H 3.6418 -2.5123 2.3427 -0.04 -0.03 -0.05
H 5.1764 -0.6035 2.4671 -0.01 -0.03 0.02
H 4.5744 1.5269 1.2940 -0.03 0.02 0.00
H 2.3904 1.6243 0.1090 -0.05 -0.04 -0.01
C -0.3981 -0.1305 3.1241 -0.23 0.12 0.05
N -1.0096 1.1124 3.5526 0.01 0.00 -0.02
C -1.7931 0.9238 4.7601 0.08 0.01 -0.10
C -1.7436 1.7873 2.4750 0.02 -0.12 0.06
C -2.8965 1.0075 1.8672 0.18 0.07 0.03
C -4.1548 1.1197 2.4536 -0.01 0.03 -0.05
C -5.2289 0.3851 1.9734 0.01 0.02 0.02
C -5.0364 -0.4618 0.8936 -0.07 -0.04 -0.02
C -3.7810 -0.5536 0.3077 0.23 -0.04 -0.07
C -2.6630 0.1673 0.7616 0.10 0.02 -0.13
H 0.2255 -0.5182 3.9319 0.07 -0.03 -0.06
H 0.2524 0.0646 2.2638 0.04 0.00 0.12
H -1.1251 -0.9059 2.8405 0.03 -0.02 0.01
H -1.1348 0.5643 5.5533 -0.03 -0.01 0.02
H -2.6143 0.2024 4.6393 -0.03 0.01 0.01
H -2.2123 1.8817 5.0724 -0.02 -0.02 0.01
H -1.0040 2.0294 1.6992 -0.06 0.06 -0.03
H -2.1029 2.7366 2.8813 0.03 0.02 -0.03
H -4.3010 1.8054 3.2822 0.00 -0.02 0.03
H -6.2046 0.4795 2.4343 0.00 -0.01 -0.01
H -5.8629 -1.0436 0.5017 -0.01 0.01 0.01
H -3.6784 -1.2240 -0.5459 -0.02 0.00 -0.01
C -0.0543 2.1823 -1.1524 0.22 -0.03 0.08
C -0.1545 3.3731 -1.4043 0.07 -0.09 0.03
C -0.2692 4.7647 -1.7219 0.00 0.08 -0.09
C 0.2277 5.2492 -2.9358 0.00 -0.01 0.04
C 0.1051 6.5892 -3.2608 0.00 0.04 0.00
C -0.5124 7.4670 -2.3804 0.01 0.00 -0.01
C -1.0034 6.9959 -1.1703 0.00 0.08 -0.03
C -0.8843 5.6564 -0.8401 0.01 -0.01 0.00
H 0.7082 4.5584 -3.6159 -0.01 0.00 -0.01
H 0.4901 6.9545 -4.2046 0.01 -0.02 0.00
H -0.6118 8.5137 -2.6377 0.00 0.00 0.01
H -1.4830 7.6831 -0.4848 -0.01 -0.04 0.03
H -1.2684 5.2881 0.1020 0.00 -0.03 -0.01
C -0.1216 -1.8383 -4.9107 -0.30 -0.02 0.28
S -0.5224 -2.3024 -3.2034 0.79 -0.35 -0.36
O -0.8592 -0.9890 -2.5474 -0.14 0.73 0.73
C 1.1694 -2.6789 -2.7134 -0.21 -0.01 -0.11
C 2.0834 -1.6422 -2.6086 0.07 0.09 -0.01
C 3.3849 -1.9287 -2.2309 -0.02 0.03 0.04
C 3.7549 -3.2386 -1.9564 0.01 -0.06 0.04
C 2.8299 -4.2671 -2.0648 0.04 0.01 0.02
C 1.5264 -3.9901 -2.4492 -0.17 -0.03 0.01
H 0.7040 -1.1315 -4.9060 -0.01 0.01 0.03
H -1.0132 -1.3831 -5.3385 -0.02 -0.04 0.01
H 0.1418 -2.7456 -5.4524 0.02 -0.01 0.03
H 1.7837 -0.6186 -2.8104 -0.01 -0.01 0.03
H 4.1071 -1.1277 -2.1375 -0.02 0.00 0.01
H 4.7678 -3.4583 -1.6442 -0.01 0.01 -0.01
H 3.1180 -5.2833 -1.8301 -0.01 0.00 -0.02
H 0.7910 -4.7829 -2.5169 -0.01 0.02 0.03
```
Positions in Å, forces in eV/Å.

The energy above the lowest of the compared OMol25 structures with the same formula, charge and spin comes out at 0.689 eV. The HOMO-LUMO gap (alpha / beta) is 7.8787 / 7.8886 eV. Its spin multiplicity is 4. The expectation value of S² is 3.7529.

Here is a structure of composition C13H29NO3Ti from OMol25. Energies are from wB97M-V/def2-TZVPD.

```
47
Properties=species:S:1:pos:R:3:forces:R:3
C 0.8418 -3.0990 1.9200 -0.33 -0.77 -0.56
C -0.3609 -2.9713 0.9066 1.45 0.08 0.21
C 0.0939 -2.4515 -0.5043 -1.48 -0.91 -0.18
C -1.0629 -1.5986 -1.1386 0.48 0.75 -0.68
C -1.2108 -1.8212 -2.6990 -0.23 -0.67 0.77
C -0.9233 -0.0522 -0.8850 -1.13 0.09 0.60
C -2.2308 0.5169 -0.2534 0.42 -0.46 -0.85
O -2.1964 1.9307 -0.3470 -0.43 -0.86 -0.05
C -3.4548 2.4990 0.0320 -0.08 0.99 1.31
C -3.6679 2.4311 1.6010 -0.43 0.10 -0.73
O 0.1853 0.2898 -0.0173 0.32 0.04 -0.37
C 1.1260 1.0578 -0.7380 0.19 0.13 0.79
C 2.3525 1.3861 0.1548 0.90 2.03 -2.60
C 3.5581 1.7598 -0.8224 -0.53 -1.17 -0.41
N 3.1778 2.7198 -1.8603 0.23 -0.56 0.95
O 2.7802 0.2208 0.9476 -0.53 0.66 0.97
C 2.0558 0.0991 2.2196 -1.13 -0.35 1.61
H 0.4828 -2.9691 2.9619 0.60 -0.13 -0.50
H 1.3895 -4.0613 1.7983 -0.52 0.48 0.27
H 1.6038 -2.2955 1.6823 -0.61 -0.73 -0.04
H -1.1157 -2.3130 1.3772 0.33 -0.36 -0.44
H -0.7660 -3.9984 0.7647 -0.02 0.83 0.29
H 1.0826 -1.9312 -0.4784 -0.51 -0.03 -0.01
H 0.1933 -3.3549 -1.1523 0.26 0.71 0.38
H -2.0101 -1.9114 -0.6434 0.65 0.05 -0.36
H -1.5961 -0.9284 -3.2283 0.27 -0.47 0.34
H -0.2447 -2.1513 -3.1436 -0.65 0.36 0.19
H -1.9568 -2.6310 -2.8365 0.57 0.38 -0.22
H -0.7816 0.4793 -1.8485 -0.03 -0.32 0.52
H -3.0742 0.0811 -0.8496 0.40 0.45 0.34
H -2.3623 0.1486 0.7902 0.24 0.22 -0.47
H -3.3968 3.5793 -0.2223 0.00 -0.83 -0.15
H -4.3176 2.0614 -0.5155 0.70 -0.01 0.19
H -2.9755 1.7214 2.0972 -0.39 0.39 -0.36
H -4.7134 2.1002 1.7940 0.76 0.35 0.16
H -3.4991 3.4446 2.0240 -0.20 -0.79 -0.11
H 1.4788 0.5127 -1.6440 -0.20 0.27 0.39
H 0.6646 2.0289 -1.0286 0.39 -0.58 0.00
H 2.2203 2.2948 0.7869 -0.19 -1.19 0.28
H 4.4732 2.0541 -0.2705 -0.62 0.09 -0.11
H 3.7874 0.8061 -1.3732 0.09 0.63 0.46
H 2.7660 2.2416 -2.6522 -0.07 0.32 0.04
H 2.5570 3.4373 -1.5011 0.18 0.11 -0.28
H 1.7936 -1.0102 2.3784 0.44 1.78 0.00
H 2.5962 0.5066 3.0982 0.19 -0.12 -0.81
H 1.0669 0.6132 2.1901 0.70 -0.54 -0.50
Ti 3.5902 -1.4724 1.1283 -0.44 -0.43 -0.29
```
Positions in Å, forces in eV/Å.

The HOMO-LUMO gap is 5.0072 eV. The total charge is +2.

Here is a cluster of 2 separate species, C4H8N2 in total from OMol25. Energies are from wB97M-V/def2-TZVPD.

```
14
Properties=species:S:1:pos:R:3:forces:R:3
C 2.0655 -0.0340 0.4354 0.08 -0.09 0.00
C 0.5798 -0.0207 0.5416 -0.10 -0.43 0.09
N -0.1979 -0.5906 -0.3530 0.20 0.28 0.00
C -1.5545 -0.4681 -0.4639 -0.10 -0.44 0.02
C -2.3292 -0.3002 0.7015 -0.46 0.04 0.77
N -2.9521 -0.1748 1.6777 0.61 -0.03 -0.87
H 2.4025 -0.1616 -0.5994 -0.07 -0.04 0.14
H 2.4962 -0.8341 1.0469 0.07 0.07 -0.07
H 2.4763 0.9141 0.7994 -0.11 -0.17 -0.05
H 0.1010 0.3104 1.4565 0.02 -0.01 -0.14
H -0.3320 1.6790 -0.1286 -0.28 0.42 -0.12
H 0.2604 -0.9306 -1.1919 -0.03 0.07 0.09
H -2.0118 -0.8259 -1.3714 0.06 -0.11 0.09
H -1.0196 1.5014 -0.4340 0.09 0.46 0.06
```
Positions in Å, forces in eV/Å.

The energy above the lowest of the compared OMol25 structures with the same formula, charge and spin comes out at 3.171 eV. The HOMO-LUMO gap (alpha / beta) is 8.3022 / 8.3015 eV.

Here is an isolated molecule of C6H16ClOP from OMol25. Energies are from wB97M-V/def2-TZVPD.

```
25
Properties=species:S:1:pos:R:3:forces:R:3
C 0.7238 1.3244 2.6429 0.10 0.14 -0.17
C -0.2691 0.1699 2.6699 -0.01 -0.11 0.02
C -0.9193 -0.2063 1.3161 -0.10 0.06 -0.10
C -0.3668 0.5559 0.1049 -0.04 0.14 0.11
P -1.2097 -0.0042 -1.3957 0.20 -0.28 -0.12
Cl -2.9150 1.6073 -1.0120 -0.14 0.15 0.05
C -0.0403 -1.3620 -1.9231 0.04 0.06 0.21
C 1.2777 -0.8658 -2.4970 0.04 0.07 -0.01
O 2.1940 -0.6802 -1.4163 -0.09 -0.01 -0.02
H 1.5316 1.1476 1.9297 0.03 -0.06 0.07
H 0.2593 2.2697 2.3552 -0.07 -0.03 0.07
H 1.1797 1.4633 3.6230 -0.04 0.00 0.02
H 0.2344 -0.7118 3.0714 0.03 0.02 -0.01
H -1.0639 0.4051 3.3794 0.01 0.00 0.01
H -0.8075 -1.2802 1.1455 0.01 -0.01 0.03
H -1.9927 -0.0083 1.3517 0.01 0.00 0.03
H -0.5585 1.6197 0.2170 0.02 -0.01 -0.07
H 0.6972 0.3801 -0.0468 0.00 -0.07 0.01
H -1.0568 0.7493 -2.5586 -0.04 0.02 0.01
H -2.3186 -0.8385 -1.2665 0.03 0.01 0.03
H 0.1826 -1.9910 -1.0551 -0.03 -0.06 -0.05
H -0.5676 -1.9944 -2.6400 0.01 0.07 -0.10
H 1.6853 -1.5801 -3.2179 -0.01 -0.04 0.03
H 1.1319 0.0855 -3.0284 -0.02 -0.04 -0.03
H 2.9884 -0.2550 -1.7493 0.05 0.00 -0.03
```
Positions in Å, forces in eV/Å.

The SMILES is CCCC[PH2](Cl)CCO. The HOMO-LUMO gap is 9.7596 eV.

Here is an isolated molecule of C6H18N2S2Si from OMol25. Energies are from wB97M-V/def2-TZVPD.

```
29
Properties=species:S:1:pos:R:3:forces:R:3
S 0.7415 -1.2043 0.2329 -1.69 -1.27 1.22
S -1.7061 1.0604 -0.7312 0.88 -0.44 -3.36
N 3.7631 0.6526 0.9353 -0.98 -1.94 1.54
N 0.0940 2.0928 1.8003 1.16 0.48 0.67
C 2.1456 -0.6135 -0.6837 -0.71 1.52 -1.81
C -1.9853 1.1679 0.9515 -1.65 -0.07 2.63
C 3.4786 -0.5438 0.0144 2.41 1.66 -0.07
C -1.2944 2.4120 1.5418 -0.42 -0.43 1.78
C -2.6245 -1.9826 -0.2628 -0.12 -0.23 0.00
C -1.0154 -1.2778 -2.7804 0.20 -1.10 -0.37
Si -1.1821 -1.0368 -0.9451 1.40 1.46 0.26
H 3.7318 0.3477 1.9803 -0.25 0.80 -2.56
H 3.0305 1.3460 0.7784 0.17 -0.08 0.35
H 0.3410 1.8937 2.7910 -0.74 0.43 -1.05
H 0.2872 1.2442 1.3162 0.64 -0.63 -0.50
H 2.1688 -1.2365 -1.5994 0.48 0.52 0.40
H 1.8638 0.4381 -0.9632 0.45 -0.82 -0.21
H -3.0996 1.2726 1.0276 0.87 -0.31 0.55
H -1.6183 0.2048 1.4257 -0.62 1.31 0.04
H 4.3009 -0.3799 -0.7642 -1.38 -0.55 0.50
H 3.7669 -1.4529 0.5150 -0.15 -0.39 0.33
H -1.4788 3.2774 0.8953 0.45 -0.16 -0.20
H -1.6882 2.7216 2.5350 -0.44 -0.37 -0.65
H -2.7286 -2.0386 0.8156 0.28 0.19 0.24
H -3.5004 -1.3621 -0.6077 0.65 -1.13 -0.07
H -2.5484 -3.0389 -0.5975 -0.60 0.68 -0.15
H -0.1503 -0.8528 -3.3138 -0.04 -0.50 0.50
H -1.8413 -0.7848 -3.2274 -1.07 0.90 -0.27
H -1.2519 -2.3267 -3.0799 0.82 0.48 0.27
```
Positions in Å, forces in eV/Å.

The SMILES is C[Si](C)(SCCN)SCCN. The energy above the lowest of the compared OMol25 structures with the same formula, charge and spin comes out at 0.858 eV. The HOMO-LUMO gap is 8.9045 eV.